A molecular structure, C30H23FeN3O2PSSe3Te. Source: the Open Molecules 2025 dataset; level of theory: wB97M-V/def2-TZVPD.

Computed properties:
Expectation value of S²: 6.067
ΔE to the lowest compared entry with this formula, charge and spin (kcal per mole): 0.0
Frontier orbital gap (alpha / beta) (eV): 6.2 / 5.5

Structure (ORCA input):
```
! wB97M-V def2-TZVPD RIJCOSX def2/J DEFGRID3
* xyz -1 5
Fe 1.31974 1.09115 -0.42833
O -1.31864 3.69371 1.45631
C -1.05038 2.48680 1.35326
O -0.73303 1.86741 0.29155
C -1.13781 1.61694 2.59862
C -1.81939 2.11279 3.70431
C -1.99652 1.33772 4.83709
C -1.48873 0.04620 4.87163
C -0.78846 -0.44824 3.78371
C -0.58689 0.33094 2.64503
P 0.30805 -0.38859 1.21212
C -0.99208 -1.51566 0.56006
C -2.05493 -0.93302 -0.13642
C -3.06907 -1.71968 -0.65916
C -3.03989 -3.09926 -0.50060
C -1.99587 -3.68345 0.19901
C -0.98081 -2.89711 0.72976
C 1.57527 -1.49467 1.91867
C 2.20166 -1.22136 3.13357
C 3.34108 -1.91650 3.51274
C 3.88113 -2.88234 2.67733
C 3.28700 -3.13864 1.44985
C 2.15240 -2.44147 1.06964
H -2.21045 3.11933 3.63972
H -2.53496 1.73440 5.68906
H -1.63728 -0.57830 5.74399
H -0.39659 -1.45732 3.81792
H -2.06870 0.14164 -0.27299
H -3.88368 -1.25113 -1.19810
H -3.82855 -3.71336 -0.91762
H -1.96574 -4.75739 0.33692
H -0.18136 -3.37018 1.28381
H 1.82204 -0.43731 3.77552
H 3.82109 -1.67949 4.45387
H 4.78206 -3.40921 2.96590
H 3.72989 -3.84765 0.76195
H 1.74141 -2.60868 0.08035
Se 2.25652 2.16600 1.57838
Se 4.49250 2.30882 1.57940
Te 3.80647 -1.84661 -2.72821
Se 3.41684 -0.00972 -1.17383
S -1.01769 3.38458 -2.68744
C 0.25857 3.69293 -1.68770
N 0.13235 4.60230 -0.65127
C 1.19140 5.23792 -0.13936
C 2.44884 4.94908 -0.58770
C 2.53505 3.74239 -1.29992
N 1.48961 3.10050 -1.77765
H -0.75690 4.60478 -0.13962
H 0.98286 5.93514 0.66041
H 3.32350 5.43658 -0.19005
H 3.48784 3.22870 -1.39564
N 0.32301 0.32296 -1.89990
C -0.26455 -0.13109 -2.76707
C -1.00131 -0.72399 -3.84058
C -0.61717 -1.97169 -4.32588
C -1.35742 -2.55372 -5.34091
C -2.46422 -1.89538 -5.86135
C -2.83644 -0.64906 -5.37414
C -2.10708 -0.05448 -4.35827
H 0.25146 -2.46367 -3.90637
H -1.06978 -3.52285 -5.72622
H -3.03989 -2.35660 -6.65390
H -3.69681 -0.13874 -5.78645
H -2.37062 0.91593 -3.95878
*
```

***

A molecular structure, C20H34CaClF5N3O5Te at a distorted geometry. Source: the Open Molecules 2025 dataset; level of theory: wB97M-V/def2-TZVPD.

Computed properties:
ΔE to the lowest compared entry with this formula, charge and spin (kcal per mole): 0.0
Frontier orbital gap (eV): 6.9

Structure (ORCA input):
```
! wB97M-V def2-TZVPD RIJCOSX def2/J DEFGRID3
* xyz -1 1
O -1.29034 -0.97301 -0.07267
C -1.59157 -1.77958 -1.10962
C -1.10557 -3.22984 -0.80595
C -0.06034 -3.46236 0.10328
H 0.44892 -2.62175 0.57776
C 0.32836 -4.78103 0.38289
H 1.07675 -4.94473 1.15951
C -0.22840 -5.85093 -0.31673
H 0.10038 -6.87434 -0.11938
C -1.20093 -5.60021 -1.29389
H -1.61995 -6.41438 -1.87841
C -1.65907 -4.29877 -1.50865
H -2.43617 -4.07416 -2.24717
H -2.69776 -1.87751 -1.24653
C -1.74374 -0.02795 -3.02576
C -1.06013 -1.22544 -2.43103
H -1.58533 -0.00612 -4.10952
H -1.33620 0.92078 -2.63693
H -2.82565 -0.04934 -2.83209
C 0.07476 -1.74096 -2.93329
C 0.74982 -1.27174 -4.17066
H 0.57286 -2.55950 -2.41164
H 0.77392 -2.06280 -4.93247
H 1.78030 -0.99544 -3.92694
H 0.24522 -0.39225 -4.57434
Ca 0.31231 0.67396 0.06007
Cl 1.71982 1.20015 -2.30367
C 2.33355 2.86125 0.04436
O 1.21024 2.81193 0.57614
N 3.22499 3.84991 0.14181
C 2.82036 5.13294 0.67655
C 4.61842 3.65423 -0.22107
H 2.66640 2.04484 -0.64347
H 1.76495 5.07279 0.94732
H 2.98474 5.92012 -0.07373
H 3.43250 5.36510 1.55754
H 4.76907 2.59510 -0.44815
H 5.26619 3.94859 0.61364
H 4.88813 4.25752 -1.09793
H -1.44961 -2.62459 4.39486
H 0.53120 -0.90127 5.10760
C -1.06567 -2.39669 3.39008
C 0.66825 -0.71938 4.03050
N -0.56919 -1.03379 3.33338
H -1.87550 -2.48382 2.65583
C -1.28641 -0.10400 2.67878
O -0.83610 0.95064 2.19800
H 0.94197 0.32595 3.85077
H -2.35231 -0.37806 2.57210
H -0.26505 -3.10762 3.14958
H 1.46976 -1.37556 3.67710
H -3.51230 4.77132 -0.69184
H -5.27151 3.47677 0.82106
C -3.52442 3.83556 -1.27196
C -5.01765 2.56653 0.25698
N -3.71712 2.69568 -0.38756
H -2.57594 3.71052 -1.80289
C -2.65118 1.96171 -0.01285
O -1.51240 2.11387 -0.48561
H -4.98853 1.70858 0.93895
H -2.88304 1.19976 0.75492
H -4.36777 3.88663 -1.97153
H -5.80782 2.41948 -0.49303
F 3.42247 1.20330 2.09839
Te 3.66038 -0.56416 1.39335
F 4.12375 -2.27514 0.71705
F 5.49955 -0.23283 1.70244
F 4.02409 0.16965 -0.32577
F 3.60397 -1.24885 3.17311
O 1.86231 -0.74525 1.07902
*
```

***

3 unconnected molecules or ions with the total composition C10H21N2O2. Source: the Open Molecules 2025 dataset; level of theory: wB97M-V/def2-TZVPD.

Computed properties:
ΔE to the lowest compared entry with this formula, charge and spin (kcal per mole): 57.0
Frontier orbital gap (eV): 8.9

Structure (ORCA input):
```
! wB97M-V def2-TZVPD RIJCOSX def2/J DEFGRID3
* xyz 1 1
C -3.15240 -0.72954 -1.34560
C 0.77061 -1.72969 -0.31606
C -3.00908 0.11301 -0.37076
C 0.12706 -0.64946 0.09338
C -3.77747 -2.08537 -1.22018
C -3.46429 1.92857 1.10719
C 0.15211 0.88784 1.97430
C 4.36881 -1.16160 0.30819
C 2.23498 -2.01790 -0.26574
C 2.31846 3.38114 -1.59226
N -2.68906 0.84993 0.55117
N 0.79413 0.48844 0.70899
O 1.69214 2.59133 -0.93880
O 2.96799 -0.96257 0.33096
H -2.83381 -0.41895 -2.33070
H 0.18550 -2.52671 -0.75359
H -4.07091 -2.28506 -0.19263
H -3.07895 -2.85709 -1.54492
H -4.65803 -2.14903 -1.85841
H -2.98659 2.87038 0.82099
H -4.50423 1.94194 0.77334
H -3.42707 1.83989 2.19408
H 0.64622 1.76693 2.38231
H -0.90031 1.10756 1.77491
H 0.21122 0.07106 2.69267
H 4.80757 -0.30382 0.81208
H 4.73525 -1.21596 -0.72012
H 4.64231 -2.07795 0.83864
H 2.59556 -2.19500 -1.29049
H 2.39596 -2.95138 0.29600
H 2.01191 4.43027 -1.69932
H 3.24169 3.10009 -2.11738
H 1.78923 0.20239 0.83538
H 0.80478 1.29184 0.05781
H -0.94131 -0.54554 0.00457
*
```

***

6 unconnected molecules or ions with the total composition CH12O6 at a distorted geometry. Source: the Open Molecules 2025 dataset; level of theory: wB97M-V/def2-TZVPD.

Computed properties:
Expectation value of S²: 0.753
ΔE to the lowest compared entry with this formula, charge and spin (kcal per mole): 0.4
Frontier orbital gap (alpha / beta) (eV): 2.7 / 6.1

Structure (ORCA input):
```
! wB97M-V def2-TZVPD RIJCOSX def2/J DEFGRID3
* xyz -1 2
O -0.78362 -1.64972 0.97385
C -1.76273 -1.47857 1.78717
H -1.70098 -1.82725 2.82078
H -2.71288 -0.95936 1.53315
H -0.71485 1.62212 1.55175
H -1.33497 2.77358 0.74637
O -1.56595 1.96429 1.22206
H 2.65494 1.52638 -2.73686
H 1.58552 0.76648 -3.46018
O 2.07970 0.77095 -2.63349
H 1.52891 -1.26589 -1.74036
H 1.46562 -1.98097 -0.41947
O 2.10105 -1.56591 -1.01826
H -1.66800 0.53930 -0.56290
H -1.45476 -0.84440 -1.09553
O -1.72432 0.03427 -1.38779
H 1.41179 0.01021 0.89783
H 1.60231 0.82983 2.14394
O 0.99322 0.73465 1.37795
*
```